The following is a quantum chemistry calculation of a 2-piece molecular cluster, C9H14 overall, from the OMol25 dataset.

CARTESIAN COORDINATES (ANGSTROEM)
1 C 2.148 -1.382 -2.271
2 C 0.777 -0.950 -1.791
3 C -0.023 0.084 -2.467
4 C -1.083 0.635 -1.836
5 C -1.297 0.286 -0.449
6 C -0.530 -0.683 0.127
7 C 0.545 -1.415 -0.491
8 H 2.127 -1.378 -3.487
9 H 2.437 -2.398 -2.199
10 H 2.989 -0.750 -2.073
11 H 0.441 0.203 -3.462
12 H -1.746 1.389 -2.263
13 H -2.039 0.730 0.107
14 H -0.659 -1.086 1.313
15 H 1.267 -1.953 -0.026
16 C -0.454 0.758 4.117
17 C -0.494 2.104 3.367
18 H -0.907 0.085 3.395
19 H 0.619 0.428 4.185
20 H -0.749 0.777 5.148
21 H 0.483 2.094 2.704
22 H -1.373 2.319 2.671
23 H -0.417 2.914 4.153

Kohn-Sham gap   10.0 eV
Strongest force on any atom   0.1361 hartree/bohr
SMILES string   Cc1ccccc1.CC
2S+1   1
Energy above the lowest of the compared OMol25 structures with the same formula, charge and spin   58.0 kcal/mol
Electronic energy   -351.23783 Eh
LUMO   0.991 eV

Mulliken population analysis, charges in e, atoms 1 to 4: -1.31, 0.96, -0.56, -0.46